(1)
{
  "formula": "C9H7N3O",
  "method": "the ωB97M-V functional and the def2-TZVPD basis",
  "de_lowest_ev": 4.451,
  "e_tot_ha": -586.464727,
  "orbital_gap_ev": [7.309, 7.336],
  "spin_multiplicity": 1,
  "elements": ["C", "C", "C", "C", "C", "C", "C", "C", "C", "N", "N", "N", "O", "H", "H", "H", "H", "H", "H", "H"],
  "coordinates": [[0.75467, 2.56276, 0.04369], [-0.03351, 1.98444, 1.06299], [1.20660, 1.87588, -1.09068], [-0.49642, 0.71891, 0.80892], [-0.04030, 0.00674, -0.37419], [0.95939, 0.49416, -1.20412], [-0.96579, -2.47992, -0.34785], [-0.77647, -0.58858, 1.47103], [-0.20862, -1.26731, 0.11211], [1.69960, -0.60736, -1.62410], [1.57352, -1.67006, -1.10873], [-0.70986, -2.82803, -1.70784], [-1.79139, -3.07849, 0.32096], [1.11679, 3.50405, 0.00862], [-0.18844, 2.45185, 1.94521], [1.84956, 2.29359, -1.72579], [-0.08205, -0.92662, 2.29472], [-1.80344, -0.71745, 1.52846], [-0.30115, -2.19363, -2.32153], [-0.53247, -3.82026, -1.90712]]
}



(2)
{
  "formula": "C2H4N4OS",
  "method": "the ωB97M-V functional and the def2-TZVPD basis",
  "de_lowest_ev": 1.359,
  "e_tot_ha": -770.988147,
  "orbital_gap_ev": 9.541,
  "spin_multiplicity": 1,
  "smiles": "[H]/N=c1\\onc(S)n1N",
  "elements": ["C", "C", "H", "H", "H", "H", "N", "N", "N", "N", "O", "S"],
  "coordinates": [[1.07645, -0.87919, 0.03833], [-1.11040, -0.52898, -0.05868], [-0.26586, 1.89917, -0.69498], [-0.03825, 1.83224, 0.95481], [2.59911, 0.89764, -0.02288], [-3.04652, -0.47005, -0.17227], [0.34744, 1.45679, 0.05909], [0.13756, 0.08489, -0.01443], [0.56913, -2.06395, 0.03438], [-2.21132, 0.10280, -0.09341], [-0.85314, -1.88002, 0.03934], [2.79580, -0.45134, -0.06931]]
}



(3)
{
  "formula": "C7H10N2O",
  "method": "the ωB97M-V functional and the def2-TZVPD basis",
  "de_lowest_ev": 2.716,
  "e_tot_ha": -457.408991,
  "orbital_gap_ev": 10.034,
  "spin_multiplicity": 1,
  "smiles": "c1ccncc1.CC(N)=O",
  "elements": ["C", "C", "C", "C", "C", "C", "C", "H", "H", "H", "H", "H", "H", "H", "H", "H", "H", "N", "N", "O"],
  "coordinates": [[1.12110, 1.44890, -0.73903], [2.02630, 0.22795, -0.88219], [-0.42421, -0.19173, -0.63158], [-1.54080, 0.35388, 0.04292], [-2.18076, -0.45461, 0.96472], [-1.75803, -1.78806, 1.11972], [-0.74146, -2.24520, 0.34174], [0.51626, 2.79855, 0.67887], [1.89126, 1.73703, 1.16237], [1.50363, -0.47308, -1.51061], [2.39758, -0.22001, 0.06274], [2.93552, 0.45918, -1.41003], [0.08913, 0.32793, -1.47172], [-1.86395, 1.33170, -0.17597], [-2.87128, -0.05541, 1.75020], [-2.23597, -2.36044, 1.89191], [-0.37330, -3.27505, 0.37704], [1.14304, 1.99150, 0.52449], [-0.02263, -1.47526, -0.47856], [0.38858, 1.86222, -1.61703]]
}



(4)
{
  "formula": "C4H6O2",
  "method": "the ωB97M-V functional and the def2-TZVPD basis",
  "de_lowest_ev": 3.718,
  "e_tot_ha": -306.369659,
  "orbital_gap_ev": 9.560,
  "spin_multiplicity": 1,
  "smiles": "O[C@H]1[C@H]2CO[C@@H]12",
  "elements": ["O", "C", "C", "C", "O", "C", "H", "H", "H", "H", "H", "H"],
  "coordinates": [[0.07222, 1.23285, -1.59755], [-0.34138, 0.02024, -1.02961], [0.42156, -0.77958, -0.05876], [0.63136, -0.01731, 1.22310], [-0.68954, 0.50962, 1.33789], [-1.17591, -0.02738, 0.16575], [1.01749, 1.31164, -1.42209], [-0.77036, -0.66176, -1.77350], [0.93352, -1.71957, -0.27614], [0.84837, -0.68398, 2.06280], [1.32505, 0.82749, 1.23660], [-2.27238, -0.01225, 0.13152]]
}



(5)
{
  "formula": "C6F18Li2N3O12S6",
  "method": "the ωB97M-V functional and the def2-TZVPD basis",
  "total_charge": -1,
  "de_lowest_ev": 2.805,
  "e_tot_ha": -5497.626446,
  "orbital_gap_ev": 9.902,
  "spin_multiplicity": 1,
  "elements": ["Li", "Li", "C", "F", "F", "F", "S", "O", "O", "N", "S", "O", "O", "C", "F", "F", "F", "C", "F", "F", "F", "S", "O", "O", "N", "S", "O", "O", "C", "F", "F", "F", "C", "F", "F", "F", "S", "O", "O", "N", "S", "O", "O", "C", "F", "F", "F"],
  "coordinates": [[2.23005, 0.66520, -0.36112], [-0.19591, -0.08585, -0.19939], [0.31928, 1.51238, 2.97388], [0.02730, 2.47895, 2.10570], [0.50541, 2.00369, 4.21236], [-0.71338, 0.69253, 3.08952], [1.94492, 0.55488, 2.33374], [2.81768, 1.52551, 1.66325], [2.58886, -0.09458, 3.50001], [1.32197, -0.34740, 0.94656], [1.19741, -1.77891, 1.60255], [0.64721, -1.75974, 2.95914], [0.43909, -2.63615, 0.70739], [3.06672, -2.48701, 1.58541], [3.75224, -1.90463, 0.55456], [3.65114, -2.20598, 2.72480], [3.07689, -3.82765, 1.41960], [-3.27728, -2.10239, 1.68233], [-4.48206, -2.68937, 1.78109], [-3.15623, -1.17388, 2.65894], [-2.20751, -2.95153, 1.80775], [-3.32022, -1.20945, -0.04161], [-3.01521, -2.27402, -0.99131], [-4.70093, -0.70683, -0.14963], [-2.01879, -0.01188, 0.20610], [-2.52768, 1.28655, -0.40865], [-1.27038, 2.01051, -0.50541], [-3.21331, 1.11450, -1.72091], [-3.66173, 2.09339, 1.00161], [-3.95117, 3.31268, 0.54036], [-4.79680, 1.40198, 1.33889], [-2.88107, 2.10488, 2.12762], [2.19986, -1.77409, -3.22156], [3.20611, -0.93983, -3.35706], [2.01004, -2.40656, -4.38535], [2.39984, -2.55525, -2.13047], [0.51468, -0.84096, -2.90092], [-0.29227, -0.59615, -4.09328], [-0.24773, -1.64798, -1.93071], [0.99618, 0.52413, -1.90531], [1.02269, 1.63355, -3.00931], [1.97000, 1.36764, -4.06253], [-0.27243, 2.04989, -3.43105], [1.91247, 2.94889, -1.86383], [1.13887, 3.20267, -0.79157], [3.09941, 2.44278, -1.48358], [2.14569, 4.08076, -2.57877]]
}



(6)
{
  "formula": "C17H31BaN6O4PS",
  "method": "the ωB97M-V functional and the def2-TZVPD basis",
  "total_charge": 2,
  "de_lowest_ev": 0.000,
  "e_tot_ha": -2060.606494,
  "orbital_gap_ev": 8.519,
  "spin_multiplicity": 1,
  "elements": ["Ba", "N", "C", "C", "C", "N", "H", "H", "H", "H", "H", "H", "H", "H", "H", "H", "C", "C", "C", "C", "C", "C", "C", "S", "O", "O", "N", "C", "C", "C", "C", "C", "N", "H", "H", "H", "H", "H", "H", "H", "H", "H", "H", "H", "N", "C", "P", "O", "O", "C", "N", "H", "H", "H", "H", "H", "H", "H", "H", "H", "H"],
  "coordinates": [[0.41150, 0.19729, -0.10187], [-2.11983, 1.73186, -0.73888], [-3.03547, 1.20207, -1.75966], [-3.77547, -0.05272, -1.32384], [-3.00101, -1.36112, -1.31144], [-2.09492, -1.50144, -0.16324], [-2.66249, 2.04113, 0.06335], [-1.65796, 2.56702, -1.09310], [-2.44746, 0.98693, -2.65939], [-3.77046, 1.95810, -2.06226], [-4.61446, -0.18624, -2.01073], [-4.24375, 0.11200, -0.34538], [-2.39982, -1.43513, -2.22563], [-3.71612, -2.19085, -1.35708], [-1.66739, -2.42301, -0.18378], [-2.64122, -1.49886, 0.69552], [6.32676, 3.62462, 4.34866], [5.61624, 2.75495, 3.36361], [6.20490, 2.37062, 2.16739], [5.54153, 1.54802, 1.26810], [4.26100, 1.11318, 1.56164], [3.65144, 1.46817, 2.75838], [4.33098, 2.28386, 3.64561], [3.41945, 0.14551, 0.35226], [4.39736, -0.50448, -0.47086], [2.61526, 1.17150, -0.40844], [2.37040, -0.74488, 1.07588], [2.27122, -2.14986, 0.66740], [3.28007, -3.03224, 0.98898], [3.15729, -4.33156, 0.52004], [2.05233, -4.67791, -0.23945], [1.08572, -3.71635, -0.47990], [1.16324, -2.46602, -0.01419], [7.37829, 3.74796, 4.10214], [6.25721, 3.19618, 5.34815], [5.87650, 4.61690, 4.38997], [7.21338, 2.68680, 1.94006], [6.03500, 1.22340, 0.36448], [2.66528, 1.09504, 2.99923], [3.86868, 2.53577, 4.59184], [4.13349, -2.71091, 1.56194], [3.92401, -5.06153, 0.73590], [1.92235, -5.66958, -0.64388], [0.20238, -3.95942, -1.05860], [3.15382, 3.69751, -1.20579], [2.77951, 4.20467, 0.13229], [0.98038, 3.83667, 0.37111], [0.44652, 3.62942, -1.00666], [0.75626, 2.80745, 1.43962], [0.26539, 5.36701, 1.14378], [-0.39681, 4.89380, 2.40322], [3.11507, 2.63993, -1.15690], [4.09576, 3.99486, -1.46253], [2.47021, 4.01399, -1.90122], [2.97742, 5.27960, 0.13102], [3.42134, 3.71948, 0.86810], [-0.48162, 5.83392, 0.50664], [1.00932, 6.11427, 1.41552], [-1.41144, 4.98241, 2.35975], [-0.07601, 5.40004, 3.22972], [-0.12255, 3.88170, 2.48628]]
}



(7)
{
  "formula": "C5H7ClO2",
  "method": "the ωB97M-V functional and the def2-TZVPD basis",
  "de_lowest_ev": 3.710,
  "e_tot_ha": -805.251586,
  "orbital_gap_ev": 9.058,
  "spin_multiplicity": 1,
  "elements": ["C", "C", "C", "C", "C", "H", "H", "H", "H", "H", "H", "H", "O", "O", "Cl"],
  "coordinates": [[-0.84565, -1.17336, -1.66527], [-0.92053, 0.11239, -0.97574], [-0.49843, 0.25645, 0.46751], [0.95826, 0.33892, 0.70187], [1.59569, 0.57179, 2.04653], [-1.41121, -0.97585, -2.68017], [0.17298, -1.62954, -1.69752], [-1.28355, -2.13584, -1.18197], [-0.40205, 0.91010, -1.59549], [2.69431, 1.50325, 2.10891], [0.67452, 1.29659, 2.17361], [1.67002, -0.40368, 2.60660], [-1.24943, 0.01633, 1.42596], [1.44126, 0.54881, -0.38826], [-2.59621, 0.76364, -1.34657]]
}



(8)
{
  "formula": "C5H40NO13",
  "method": "the ωB97M-V functional and the def2-TZVPD basis",
  "de_lowest_ev": 2.231,
  "e_tot_ha": -1247.154835,
  "orbital_gap_ev": [1.791, 10.859],
  "spin_multiplicity": 2,
  "s_squared": 0.751,
  "elements": ["C", "C", "C", "C", "C", "N", "H", "H", "H", "H", "H", "H", "H", "H", "H", "H", "H", "H", "H", "H", "H", "H", "O", "H", "H", "O", "H", "H", "O", "H", "H", "O", "H", "H", "O", "H", "H", "O", "H", "H", "O", "H", "H", "O", "H", "H", "O", "H", "H", "O", "H", "H", "O", "H", "H", "O", "H", "H", "O"],
  "coordinates": [[-0.99451, 0.19983, -2.40438], [-0.26364, 0.80515, -1.24554], [-1.02694, 1.57420, -0.19340], [-1.67399, 2.89249, -0.63931], [-2.18215, 0.73922, 0.38561], [0.47486, -0.43150, -0.54307], [-0.21837, -0.14693, -3.16775], [-1.57562, 0.97503, -2.93543], [-1.55111, -0.66726, -2.17299], [0.50007, 1.52325, -1.49645], [-0.29970, 1.76951, 0.69708], [-1.99503, 3.42713, 0.26670], [-2.43803, 2.45956, -1.48410], [-0.85538, 3.54798, -1.13706], [-2.70814, 1.48276, 0.94167], [-1.81937, -0.01163, 1.06053], [-2.78273, 0.45404, -0.53045], [0.94145, -1.13537, -1.20794], [-0.16936, -1.01315, -0.02676], [1.23464, -0.21035, 0.10599], [-3.89478, -3.80547, -1.86782], [-2.41276, -4.11436, -2.20851], [-3.01376, -3.69533, -1.56839], [3.05528, -1.20708, -2.84515], [2.09298, -0.31732, -2.82478], [2.10363, -1.26887, -2.83817], [1.63387, 0.75278, 3.47300], [2.75155, -0.01762, 3.76015], [2.52736, 0.91469, 3.70141], [4.13492, 1.29623, -3.80422], [2.93928, 2.05532, -3.65196], [3.44009, 1.40081, -3.13581], [-1.75830, -5.08211, 1.03234], [-0.56851, -5.02041, 1.99656], [-1.46778, -4.49154, 1.83770], [-5.55243, -1.47718, 0.45932], [-4.67590, -2.78945, 0.17783], [-4.69648, -1.81271, 0.54388], [-2.76646, -1.04830, 4.87226], [-2.78768, -2.31017, 3.84468], [-2.25923, -1.60158, 4.25832], [2.40298, 2.97758, 0.18357], [1.33724, 3.26475, 1.14340], [1.46698, 2.78159, 0.32218], [1.38844, 4.47843, -3.44016], [0.67845, 3.69266, -4.65496], [1.41434, 3.73693, -3.87935], [-0.60438, 0.03401, 3.02208], [0.00049, -0.61376, 4.43597], [0.13158, -0.35293, 3.52566], [-0.02726, -2.12874, 2.04064], [-0.81712, -2.96788, 1.17505], [-0.19971, -2.22968, 1.13779], [4.97391, -0.25594, 2.40758], [3.91740, 0.78816, 2.54212], [4.53420, 0.43544, 1.89426], [3.28618, 0.73684, -1.23522], [3.54066, 0.77363, 0.29325], [3.15374, 0.25461, -0.39946]]
}